[1]
The following is a quantum chemistry calculation of a structure of composition C4H7O2Y at a distorted geometry, from the OMol25 dataset.

Positions of all 14 atoms, in Å:
H -0.46594 -0.10468 2.15915
O 1.29382 -1.78288 2.24910
C 0.61413 -1.31667 1.16120
C 1.32919 -1.04299 0.01121
C 0.62587 -0.87213 -1.31659
C 0.92352 0.57671 -1.15761
O 0.26069 1.37857 -0.43623
Y -0.50023 1.83650 1.49115
H 0.68949 -1.94767 2.97832
H -0.45997 -1.51395 1.06790
H 2.41553 -1.14940 0.03939
H -0.43973 -1.12433 -1.30592
H 1.17337 -1.31874 -2.15469
H 1.69860 1.00028 -1.81694

Forces on the atoms, in the same order (eV/Å):
-0.56 2.38 0.19
-0.83 1.20 -1.45
1.41 -2.24 -0.74
0.48 -0.56 0.97
-0.13 1.08 0.14
0.07 -1.45 -1.53
-1.33 1.26 1.62
0.64 -1.44 -0.80
-0.16 -0.28 0.29
0.51 -0.11 0.23
-0.30 0.09 0.02
0.25 0.00 0.05
-0.25 0.13 0.28
0.21 -0.06 0.74

## Properties
Highest occupied orbital energy: -16.5666 eV
Orbital gap: 6.3 eV
ΔE to the lowest compared entry with this formula, charge and spin: 0.0 kcal/mol
DFT total energy: -344.63772 Ha
Net charge: +2
LUMO level: -10.306 eV
Spin multiplicity: 1

Löwdin population analysis, charges in e, atoms 1 to 4: -0.05, 0.06, -0.28, -0.08

***

[2]
The following is a quantum chemistry calculation of a cluster of 2 separate species, C4H7O3 in total at a distorted geometry, from the OMol25 dataset.

Positions of all 14 atoms, in Å:
C -1.96550 0.51988 -0.01790
O -3.10152 0.29718 0.53816
C -1.02294 -0.54089 -0.29545
C -0.50870 0.75106 0.73296
C 2.40243 -0.48524 -0.61647
O 1.85467 -1.38052 0.06117
O 2.24133 0.73778 -0.35048
H -2.05041 1.08024 -0.92775
H 0.46837 0.25941 0.91399
H -1.14949 -1.52226 0.13993
H -0.58328 -0.45545 -1.28352
H -0.90323 1.03319 1.88675
H -0.26763 1.69945 0.24088
H 2.95101 -0.78724 -1.55913

Forces on the atoms, in the same order (eV/Å):
-4.83 -4.35 -2.64
0.88 1.00 1.17
-0.60 1.60 0.53
1.63 1.39 3.75
-1.51 0.87 0.84
0.56 -0.97 -0.35
1.02 -0.10 -0.95
0.59 1.87 -0.25
0.05 0.04 -0.34
0.33 0.30 0.44
0.86 0.04 0.57
0.65 -1.34 -3.37
0.32 -0.54 0.11
0.03 0.21 0.47

## Properties
Highest occupied orbital energy: -4.4524 eV
Orbital gap: 8.4 eV
ΔE to the lowest compared entry with this formula, charge and spin: 103.4 kcal/mol
DFT total energy: -382.24389 Ha
Net charge: -1
LUMO level: 3.936 eV
Spin multiplicity: 1

Löwdin population analysis, charges in e, atoms 1 to 4: -0.61, -0.17, 0.01, -0.06

***

[3]
The following is a quantum chemistry calculation of a cluster of 2 separate species, C4H7O3S in total at a distorted geometry, from the OMol25 dataset.

Positions of all 15 atoms, in Å:
C -0.96329 1.73295 0.38998
C -1.20476 0.59433 -0.18856
C 0.96834 -0.60440 -0.37160
C -0.56402 -0.70439 -0.39148
O -4.05659 -1.56014 -0.21842
O -4.85358 0.62902 0.59286
O -3.07430 0.52546 -1.17558
S -4.34715 -0.14161 -0.57647
H -1.67179 2.54383 0.36430
H -0.04630 1.92252 0.95153
H 1.30372 0.11030 -1.12157
H 1.41614 -1.57260 -0.58658
H 1.31681 -0.26642 0.60291
H -0.91373 -1.38466 0.38850
H -0.89593 -1.11698 -1.34642

Forces on the atoms, in the same order (eV/Å):
0.18 0.31 0.18
-1.94 -0.22 -0.71
-0.24 0.03 0.03
0.32 -0.14 -0.08
0.11 0.58 -0.14
0.40 -0.26 -0.49
1.49 0.11 0.66
-0.27 -0.26 0.62
-0.24 0.07 -0.01
0.12 -0.10 -0.10
0.08 0.03 -0.03
0.08 -0.09 0.01
0.10 0.02 0.06
-0.11 -0.07 -0.09
-0.08 -0.01 0.09

## Properties
Highest occupied orbital energy (alpha / beta): -3.4383 / -2.9263 eV
Orbital gap (alpha / beta): 7.0 / 6.5 eV
ΔE to the lowest compared entry with this formula, charge and spin: 80.1 kcal/mol
DFT total energy: -780.45505 Ha
Net charge: -1
LUMO level (alpha / beta): 3.535 / 3.550 eV
Spin multiplicity: 1

Löwdin population analysis, charges in e, atoms 1 to 4: -0.01, -0.13, -0.12, -0.26